[1]
# C4H8N2O

A 2-piece molecular cluster, C4H8N2O overall (the ωB97M-V functional and the def2-TZVPD basis, the OMol25 dataset).

Summary:
SMILES string: Cc1c[nH]cn1.O
DFT total energy (eV): -9305.32859
F_max (eV Å⁻¹): 1.16

Cartesian coordinates (Å):
C: -0.30 0.23 -2.51
C: -0.01 0.68 -1.10
C: -0.80 1.55 -0.40
N: -0.11 1.80 0.77
C: 1.00 1.03 0.73
N: 1.10 0.37 -0.39
H: -1.31 0.53 -2.79
H: 0.41 0.69 -3.20
H: -0.29 -0.85 -2.57
H: -1.77 2.00 -0.55
H: -0.47 2.23 1.60
H: 1.73 1.15 1.50
O: 0.20 -3.85 2.60
H: 0.69 -4.46 3.17
H: -0.08 -3.11 3.15

Results of the Löwdin charge analysis, in e, for atoms 1 through 6: number 1, C, carries -0.05; number 2, C, carries -0.37; number 3, C, carries -0.07; number 4, N, carries 0.03; number 5, C, carries -0.22; number 6, N, carries 0.10

---

[2]
# C17H21NO5

One molecule with the formula C17H21NO5 (the ωB97M-V functional and the def2-TZVPD basis, the OMol25 dataset).

Summary:
SMILES string: CCOC(=O)c1c(C)n(C)c2ccc(O[C@H](C)C(=O)OC)cc12
DFT total energy (eV): -29698.09117
F_max (eV Å⁻¹): 0.74

Cartesian coordinates (Å):
C: 3.25 -0.30 3.26
C: 3.30 -0.14 1.75
O: 2.02 -0.35 1.16
C: 1.64 -1.62 0.95
O: 2.37 -2.57 1.17
C: 0.29 -1.71 0.40
C: -0.30 -2.85 -0.10
C: 0.24 -4.23 -0.18
N: -1.55 -2.55 -0.56
C: -2.44 -3.50 -1.16
C: -1.80 -1.21 -0.37
C: -2.91 -0.45 -0.67
C: -2.88 0.90 -0.37
C: -1.76 1.47 0.25
O: -1.80 2.82 0.58
C: -1.10 3.71 -0.27
C: -1.78 3.87 -1.62
C: 0.37 3.29 -0.42
O: 1.26 3.69 0.28
O: 0.53 2.41 -1.41
C: 1.83 1.86 -1.57
C: -0.66 0.71 0.58
C: -0.66 -0.64 0.25
H: 4.23 -0.08 3.69
H: 2.51 0.38 3.69
H: 2.98 -1.32 3.52
H: 4.01 -0.85 1.32
H: 3.58 0.88 1.47
H: -0.36 -4.91 0.41
H: 1.26 -4.23 0.20
H: 0.24 -4.58 -1.21
H: -2.56 -4.38 -0.51
H: -2.06 -3.84 -2.13
H: -3.42 -3.04 -1.30
H: -3.79 -0.87 -1.14
H: -3.72 1.53 -0.60
H: -1.11 4.66 0.29
H: -1.77 2.93 -2.16
H: -1.26 4.62 -2.21
H: -2.81 4.19 -1.47
H: 2.59 2.64 -1.43
H: 1.87 1.46 -2.58
H: 1.98 1.07 -0.84
H: 0.18 1.15 1.09

Results of the Löwdin charge analysis, in e, for atoms 1 through 6: number 1, C, carries -0.06; number 2, C, carries -0.22; number 3, O, carries -0.04; number 4, C, carries -0.43; number 5, O, carries 0.09; number 6, C, carries -0.02